110
Properties=species:S:1:pos:R:3:forces:R:3 method="wB97M-V/def2-TZVPD" homo_ev=-4.85 total_charge=-1 e_tot_ha=-5933.42491 gap_ha=0.2554
K 1.6980 1.3438 -0.2569 -0.753 -0.392 0.091
I 2.1877 7.3521 -5.7491 -0.011 0.003 0.005
C 2.2706 5.6116 -4.5899 0.008 0.043 -0.025
C 2.5682 5.6926 -3.2417 -0.026 -0.021 -0.006
C 2.6186 4.5220 -2.5091 -0.036 -0.024 0.063
I 3.0991 4.6245 -0.4727 0.000 0.000 0.014
C 2.3838 3.2240 -3.0437 0.191 0.096 0.074
O 2.4498 2.1743 -2.3034 0.245 0.219 -1.033
C 2.0940 3.2007 -4.4425 0.043 0.061 -0.008
C 1.9321 1.8903 -5.1868 0.077 -0.013 0.092
N 1.0968 0.8653 -4.5954 -0.089 0.013 -0.123
C -0.2679 1.3005 -4.3665 0.019 0.065 0.043
C -1.1724 0.1074 -4.2312 -0.029 -0.006 0.057
C -2.3768 0.0148 -4.9206 -0.011 -0.019 -0.006
C -3.1375 -1.1359 -4.7917 -0.027 0.010 0.024
C -2.6738 -2.1537 -3.9750 -0.025 0.014 0.032
C -1.4737 -1.9566 -3.3067 -0.015 0.030 0.010
N -0.7404 -0.8561 -3.4204 -0.004 -0.036 0.015
C 2.0383 4.3748 -5.1740 -0.067 -0.011 0.022
H 2.7536 6.6455 -2.7658 0.013 0.000 -0.003
H 2.9185 1.4482 -5.3582 0.014 -0.020 0.071
H 1.5216 2.1239 -6.1756 0.059 -0.030 -0.023
H 1.5006 0.5470 -3.7225 -0.009 -0.033 -0.055
H -0.5910 1.9063 -5.2178 0.000 -0.008 0.007
H -0.3747 1.9337 -3.4694 0.009 0.020 -0.019
H -2.7000 0.8293 -5.5565 0.013 -0.002 -0.019
H -4.0748 -1.2384 -5.3255 0.003 0.001 -0.004
H -3.2232 -3.0766 -3.8447 0.001 0.000 0.010
H -1.0847 -2.7215 -2.6475 0.028 -0.082 0.057
H 1.8103 4.3159 -6.2327 0.009 0.002 -0.003
C -0.6283 0.2666 5.7332 0.001 0.008 -0.005
C -1.0083 -0.0462 4.2856 0.050 -0.005 0.051
C -1.6363 1.1247 3.5702 0.011 0.078 0.024
C -2.9395 1.4804 3.9077 -0.004 -0.040 -0.014
C -3.5997 2.5101 3.2626 0.004 0.022 0.003
C -2.9439 3.2071 2.2607 -0.014 0.012 0.000
C -1.6448 2.8870 1.8935 0.034 -0.046 -0.011
C -0.9590 3.7089 0.8304 0.022 0.045 0.084
C -0.5478 5.0869 1.3512 -0.008 0.008 0.000
C -0.9787 1.8344 2.5480 0.032 0.178 0.058
N 0.3044 1.4571 2.0932 -0.058 -0.097 0.122
C 1.2960 1.5474 2.9148 0.041 0.025 0.059
C 2.6430 1.1230 2.7014 0.059 -0.034 0.070
C 3.6692 1.2697 3.6564 -0.031 0.014 -0.004
C 4.8028 0.6874 3.1004 0.008 0.003 -0.001
C 4.3993 0.2164 1.8364 0.023 0.018 -0.024
N 3.1117 0.4672 1.5843 0.471 0.144 0.558
H -0.2584 -0.6279 6.2369 0.018 -0.006 -0.004
H -1.4864 0.6462 6.2923 0.001 -0.007 -0.002
H 0.1545 1.0257 5.7739 0.000 0.001 0.009
H -1.7172 -0.8801 4.2781 0.023 0.068 0.058
H -0.1262 -0.3885 3.7493 0.064 -0.089 -0.045
H -3.4494 0.9144 4.6811 0.011 -0.005 -0.006
H -4.6187 2.7605 3.5298 -0.001 -0.002 -0.005
H -3.4507 4.0145 1.7420 0.005 0.000 -0.003
H -1.6240 3.8230 -0.0298 0.009 -0.015 -0.006
H -0.0594 3.1964 0.4942 -0.077 -0.003 -0.077
H -1.4165 5.6418 1.7111 0.005 0.001 0.003
H -0.0598 5.6705 0.5697 0.004 0.001 0.002
H 0.1524 4.9847 2.1828 0.001 0.001 0.001
H 1.1322 2.0012 3.9011 -0.021 -0.015 0.000
H 3.5727 1.7448 4.6228 0.001 -0.015 0.000
H 5.7877 0.6109 3.5357 -0.002 -0.008 0.004
H 5.0036 -0.3152 1.1108 0.009 0.010 -0.012
C -2.3637 0.6381 -0.6275 -0.152 0.136 -0.116
C -2.9473 -0.4021 -0.0346 -0.101 -0.005 0.038
C -4.2555 -0.9123 -0.4471 0.018 -0.012 -0.007
C -4.9787 -1.6955 0.3660 0.067 -0.009 0.099
C -4.4655 -2.1084 1.6739 0.022 0.030 -0.087
C -3.2116 -1.8088 2.0321 -0.073 -0.032 -0.067
C -2.2869 -1.0805 1.1260 -0.030 -0.247 0.056
H -1.4587 1.0375 -0.1946 0.199 0.109 -0.146
H -2.7947 1.1274 -1.4938 0.038 -0.027 0.021
H -4.6510 -0.5776 -1.3998 -0.008 0.000 0.008
H -5.9700 -2.0170 0.0687 0.003 -0.010 0.003
H -5.1098 -2.6686 2.3396 -0.011 0.006 -0.001
H -2.8233 -2.1218 2.9960 -0.052 -0.030 -0.059
H -1.7063 -0.3486 1.6891 0.019 -0.031 -0.001
Ge -0.7951 -2.2614 0.5082 0.086 -0.056 0.099
C -1.3483 -3.9890 -0.2274 -0.010 0.023 -0.042
C -2.6525 -4.2926 -0.6115 -0.013 0.035 -0.033
C -2.9626 -5.5337 -1.1536 -0.010 -0.003 -0.019
C -1.9689 -6.4862 -1.3275 -0.002 0.004 0.003
C -0.6644 -6.1967 -0.9513 0.000 -0.003 0.005
C -0.3603 -4.9598 -0.4002 -0.013 -0.008 0.016
C 0.3703 -2.6545 2.0146 0.135 0.006 -0.009
C -0.0308 -3.5029 3.0474 -0.019 0.001 0.019
C 0.8001 -3.7318 4.1348 -0.006 0.008 0.007
C 2.0466 -3.1173 4.1984 -0.043 0.004 -0.029
C 2.4642 -2.2842 3.1710 -0.013 -0.009 0.029
C 1.6313 -2.0595 2.0812 -0.237 -0.044 -0.115
H -0.0145 -1.4451 -0.5339 -0.022 0.010 -0.014
H -3.4339 -3.5506 -0.5000 0.014 -0.030 -0.001
H -3.9830 -5.7540 -1.4449 0.003 -0.001 0.000
H -2.2088 -7.4511 -1.7569 -0.003 -0.004 0.001
H 0.1167 -6.9342 -1.0879 0.007 0.002 0.003
H 0.6616 -4.7480 -0.1033 0.006 0.006 -0.001
H -0.9984 -3.9935 3.0026 -0.006 -0.016 0.007
H 0.4775 -4.3882 4.9342 -0.006 -0.007 0.006
H 2.6914 -3.2909 5.0515 0.005 0.002 0.007
H 3.4294 -1.7941 3.2121 -0.012 0.030 0.006
H 1.9694 -1.3900 1.2941 -0.035 -0.203 0.158
N 5.8409 -1.7901 -1.8480 -0.024 -0.013 -0.012
C 4.6098 -1.2079 -1.8970 0.041 0.023 0.092
N 4.5975 0.1208 -2.0706 -0.096 -0.228 0.081
S 3.2063 -2.0956 -1.7259 -0.014 0.008 0.016
H 6.6346 -1.3116 -2.2397 -0.001 0.001 -0.005
H 5.8467 -2.7939 -1.8748 0.002 -0.002 0.011
H 5.4242 0.6857 -1.9782 -0.007 0.001 0.032
H 3.6995 0.5794 -2.0292 0.032 0.461 -0.307